(1)
Formula: C14H12F42MgN7O34S14
Source: OMol25
Level of theory: ωB97M-V/def2-TZVPD

Structure (XYZ):
```
124
Properties=species:S:1:pos:R:3:forces:R:3
Mg -9.61209 11.77034 -1.59938 1.16 0.80 0.40
C -5.81908 16.82194 1.77231 1.55 0.93 -3.48
F -6.80164 16.18942 2.32616 -0.46 -0.21 0.82
F -6.29053 17.84463 0.99902 0.20 -0.59 1.55
F -4.92712 17.29092 2.64316 -0.55 0.16 0.54
S -4.86010 15.68786 0.53612 1.04 -0.80 -1.27
O -3.67870 15.17578 1.22203 -0.74 1.00 -0.25
O -5.87224 14.69459 0.19797 1.11 0.77 0.34
N -4.27373 16.74780 -0.83471 -2.49 -2.98 3.09
S -5.56015 16.77944 -1.80671 -2.66 1.39 -1.47
O -6.93455 16.53131 -1.32800 2.55 -0.71 -0.37
O -5.53189 18.04885 -2.47990 1.16 0.19 -0.92
C -5.21598 15.40708 -3.23069 -0.73 1.72 0.93
F -3.90949 15.14498 -3.44379 -0.46 0.70 -0.48
F -5.73399 14.29017 -2.79053 -0.62 -0.85 -0.19
F -5.85760 15.81278 -4.37796 1.26 -0.73 1.30
C -11.79121 8.90863 0.58131 0.76 0.57 -1.92
F -12.55203 8.30091 -0.35191 0.87 0.56 1.96
F -12.13325 10.18922 0.68594 -0.35 -0.21 0.01
F -11.82914 8.36541 1.78783 -0.31 -0.47 -0.48
S -9.91183 9.02353 0.05651 1.49 -1.48 2.20
O -9.32690 9.87943 1.09767 -0.98 -0.24 -1.73
O -9.30453 7.66516 0.03571 -1.43 2.99 -0.54
N -9.98171 9.92145 -1.44529 0.07 -2.62 4.95
S -10.06404 8.85410 -2.55093 -2.49 -5.28 -6.03
O -10.77193 7.55918 -2.20811 2.68 3.68 -0.22
O -10.55827 9.43550 -3.79514 1.68 -0.28 2.14
C -8.07095 8.39724 -2.79341 0.69 0.31 -1.83
F -7.51299 8.83416 -4.01737 -1.58 -0.67 1.98
F -7.29851 9.00935 -1.86233 -0.72 -0.45 -0.10
F -7.84329 7.06899 -2.75387 -0.43 1.07 0.25
C -17.25873 13.24311 -4.51523 0.15 -1.12 -0.98
F -17.50471 11.99829 -4.02859 0.00 0.86 -0.28
F -18.47149 13.84320 -4.72025 1.79 -0.18 1.33
F -16.41240 13.82459 -3.61746 -2.07 -0.18 -0.40
S -16.28713 13.12210 -6.16635 3.45 0.69 0.71
O -14.88330 13.11115 -5.68362 -3.07 0.21 -0.95
O -16.73331 12.00028 -6.95751 0.36 1.13 1.14
N -16.60349 14.72243 -6.76652 -0.20 -2.79 -0.12
S -17.80356 14.53900 -7.77377 -3.51 -0.70 -0.22
O -18.74214 13.40711 -7.39889 1.66 3.15 -1.75
O -18.46240 15.82755 -8.09597 1.28 -1.72 0.24
C -16.98427 14.05875 -9.49978 1.36 0.18 1.94
F -17.89979 13.74752 -10.41887 0.40 0.12 -0.04
F -16.23450 15.13474 -9.90568 -1.01 -0.85 -0.14
F -16.08946 13.03562 -9.35164 -1.33 1.01 -0.59
C -10.93649 15.64599 -1.45622 0.31 0.09 0.39
F -12.14687 15.14363 -1.16141 0.42 1.09 -0.67
F -10.95673 16.94933 -1.95708 -0.19 -3.15 1.35
F -10.27023 15.59223 -0.24686 -0.33 0.62 -1.72
S -10.04674 14.43335 -2.72060 0.92 2.65 -2.21
O -10.18742 15.10792 -4.05034 0.51 -2.35 3.93
O -8.68968 14.31087 -2.21410 -1.23 -0.79 0.39
N -10.78946 12.90582 -2.49454 0.52 4.50 -0.17
S -11.88687 12.82863 -3.60406 -4.96 -0.38 -4.14
O -12.61151 14.08104 -3.81971 0.96 -1.58 1.22
O -11.39957 12.16468 -4.78866 -0.39 0.09 1.71
C -13.24119 11.69148 -2.75641 1.93 2.02 1.33
F -13.94689 12.49411 -1.84056 1.31 -1.42 -0.65
F -14.07215 11.31261 -3.63205 -0.38 -1.13 -0.50
F -12.55977 10.67219 -2.08224 -1.70 1.31 -0.75
C -9.98783 7.64497 -8.65576 -0.27 0.16 1.17
F -10.91026 6.99329 -9.34152 -0.68 0.01 -0.01
F -10.26653 7.56246 -7.31661 0.50 0.05 -1.88
F -8.84128 7.00534 -8.91816 0.24 0.32 0.50
S -9.88321 9.42360 -9.29960 0.79 2.15 -3.89
O -9.09011 9.32853 -10.55471 -0.55 -0.79 2.15
O -11.22736 9.96502 -9.64088 2.62 -1.45 1.86
N -8.77738 10.14906 -8.17590 -2.27 -1.52 -2.51
S -9.69854 10.85704 -7.14392 -1.61 1.53 4.91
O -11.04582 10.33785 -6.99252 1.27 0.59 -0.73
O -8.98504 10.97046 -5.85087 0.28 0.28 -1.68
C -9.83125 12.73078 -7.67653 -0.21 -1.64 0.62
F -10.05318 13.47901 -6.59596 -0.33 -0.09 -0.79
F -8.68379 13.11394 -8.19636 1.35 0.32 -0.32
F -10.73445 12.88922 -8.63515 -0.51 0.18 0.48
C -19.29855 8.09260 -3.90004 -0.36 0.33 0.40
F -19.58073 7.72936 -2.63639 -0.21 -0.36 -0.34
F -20.46689 7.85498 -4.62844 2.01 0.91 0.78
F -18.93807 9.38148 -3.81086 -0.98 -0.50 -0.83
S -17.79090 7.13392 -4.46468 -0.41 -2.79 -2.49
O -17.03840 6.99561 -3.22505 -0.93 0.18 -1.34
O -18.34464 5.85783 -5.01654 0.75 2.55 0.88
N -17.14860 8.08113 -5.86532 -1.29 -2.18 4.40
S -15.77698 8.64804 -5.28148 3.06 2.45 -1.74
O -15.36641 9.76329 -6.09219 -0.30 -0.88 -0.42
O -15.58621 8.92420 -3.87998 -0.38 -0.87 0.10
C -14.43305 7.31850 -5.80014 -0.90 1.16 1.52
F -14.18669 7.29058 -7.08012 -0.02 0.37 -1.25
F -13.31225 7.64567 -5.16164 0.12 -0.19 0.12
F -14.78928 6.07509 -5.46532 -0.19 -0.58 0.53
C -16.14447 22.22612 2.38863 0.21 -0.58 0.15
F -15.16276 22.40003 3.30828 -0.79 0.49 -0.82
F -17.04857 21.40534 2.96609 0.36 0.07 -0.45
F -16.82724 23.38670 2.16119 1.19 -0.71 0.16
S -15.45940 21.40196 0.72225 -1.40 2.25 -1.67
O -15.59177 19.97949 0.92530 0.63 0.95 0.08
O -16.38320 21.94752 -0.26044 0.67 0.09 0.81
N -13.90724 22.23412 0.38013 -2.43 -3.15 1.93
S -12.90512 21.08188 0.93383 4.43 -0.99 -0.28
O -11.49461 21.53915 1.02174 -2.57 0.18 -0.56
O -13.31474 20.32802 2.10797 -0.11 0.59 -0.71
C -12.74998 19.76623 -0.63535 1.82 0.67 3.09
F -11.39756 19.70653 -0.90564 -1.88 -0.22 -0.03
F -13.17092 18.55773 -0.22734 0.25 0.60 -0.69
F -13.39772 20.19487 -1.67013 -0.45 -0.08 -0.86
O -14.56684 11.66665 1.26052 0.01 -0.13 0.45
H -13.77468 12.13011 1.53244 0.14 0.13 0.03
H -15.01644 12.28032 0.67958 -0.15 0.02 -0.37
O -8.49450 11.57934 -3.19608 1.11 -0.13 0.94
H -7.53988 11.53838 -3.25314 0.32 0.00 -0.03
H -8.78872 11.59937 -4.10671 -0.86 -0.27 -1.58
O -15.00231 15.87291 -4.39481 0.01 0.58 -0.06
H -14.92545 15.08289 -3.85985 0.33 -0.25 -0.15
H -15.00180 16.59174 -3.76274 0.03 0.22 0.14
O -16.03012 10.02019 -1.00077 -0.06 0.11 0.63
H -15.94572 9.28054 -1.60246 0.03 -0.26 -0.53
H -16.18102 10.77566 -1.56885 -0.02 0.10 -0.35
O -11.84515 16.37639 -5.72922 -0.23 0.65 -0.66
H -11.85671 16.53535 -4.78538 -0.08 -0.24 0.16
H -10.95152 16.08672 -5.91288 0.11 -0.21 0.11
O -10.22876 12.56214 0.17716 0.62 -0.04 0.27
H -11.02346 12.85000 0.62642 -0.46 -0.04 -0.30
H -9.51402 12.95329 0.67954 0.39 0.23 0.33
```
Forces are in eV/Å.

Output
- net charge = -5

Atomic partial charges in e from the Löwdin method, atoms 1 to 8: Mg 0.60; C -0.66; F 0.18; F 0.09; F 0.12; S 0.69; O -0.36; O -0.35

(2)
Formula: C36H66B4F16N12
Source: OMol25
Level of theory: ωB97M-V/def2-TZVPD

Structure (XYZ):
```
134
Properties=species:S:1:pos:R:3:forces:R:3
C -3.30352 3.79322 0.76014 -1.05 0.45 0.43
C -4.71104 4.29744 1.12133 -0.30 -0.54 1.41
N -4.72267 5.15213 2.31941 0.53 4.27 1.87
C -4.28367 4.85733 3.65127 -1.22 1.25 -0.99
C -4.49214 5.98987 4.43710 0.41 0.04 -2.18
N -4.84677 7.05579 3.55812 -0.44 -3.54 -1.86
C -5.00298 6.51732 2.30210 0.82 -1.31 2.00
C -5.13840 8.41301 3.91817 0.15 1.37 0.07
H -2.68968 4.61480 0.39095 0.05 -0.37 -0.79
H -3.56009 2.93599 0.13770 0.85 0.15 -0.65
H -2.75099 3.39196 1.60972 -0.41 -0.03 0.27
H -5.38583 3.48805 1.39998 0.33 -0.48 0.06
H -5.31816 4.80521 0.37188 0.71 0.37 -0.33
H -3.86927 3.87099 3.79898 -0.28 0.01 0.64
H -4.40133 6.20490 5.49157 0.24 -0.32 -0.15
H -5.24359 7.14761 1.45876 -0.10 -0.38 -0.12
H -4.22506 8.90549 4.25192 -0.12 -0.25 0.70
H -5.97621 8.47210 4.61294 0.35 -0.07 0.22
H -5.39720 9.06174 3.08135 -0.25 -0.66 -0.47
C -4.79395 -0.49753 0.04821 0.91 1.09 -1.27
C -5.00280 0.39975 -1.24584 -1.93 -0.72 1.45
N -3.88272 0.54726 -2.10720 3.71 1.14 -1.08
C -3.03525 -0.48090 -2.53444 0.02 0.66 -0.49
C -2.03693 0.06496 -3.31436 -0.56 0.93 0.96
N -2.20457 1.44848 -3.30891 -2.85 -0.53 1.97
C -3.31964 1.72981 -2.51740 1.60 -1.93 -1.32
C -1.50471 2.40757 -4.18061 -0.17 -0.07 -0.34
H -5.72351 -0.79736 0.53207 0.03 0.27 -0.25
H -4.14702 0.03730 0.74357 -0.16 -0.02 0.24
H -4.24847 -1.38572 -0.27066 -0.18 -0.18 0.14
H -5.34259 1.41604 -1.04631 -0.05 -0.11 0.43
H -5.80844 -0.06112 -1.81735 0.00 0.00 -0.17
H -3.25008 -1.49008 -2.21540 0.17 0.08 -0.34
H -1.14337 -0.31141 -3.79008 -0.26 -0.34 -0.14
H -3.61120 2.73076 -2.23546 -0.22 -0.13 -0.19
H -1.43344 1.92546 -5.15559 0.25 0.00 0.07
H -0.51369 2.65867 -3.80256 -0.22 0.07 0.06
H -2.16102 3.26601 -4.32358 0.30 0.09 0.31
C 0.11658 -1.26825 3.66502 -1.04 0.22 -1.18
C -0.79685 -1.60158 2.40025 0.27 -0.49 2.31
N -0.45698 -0.76718 1.30806 1.59 0.11 -2.83
C -0.82537 0.54603 1.15335 0.03 0.08 -0.04
C -0.13924 1.04331 0.09562 0.04 -0.34 -1.63
N 0.55781 -0.01940 -0.51960 -0.50 -0.40 1.95
C 0.36327 -1.09905 0.27837 -0.05 1.10 -0.42
C 1.47057 -0.00438 -1.70789 -0.48 0.03 0.79
H -0.21011 -1.71711 4.60305 -0.19 -0.35 -0.32
H -0.03845 -0.20159 3.82720 0.43 0.13 0.03
H 1.15518 -1.52202 3.45281 0.04 0.15 0.01
H -1.82641 -1.33698 2.64124 -0.06 -0.47 0.23
H -0.67369 -2.63343 2.07128 -0.25 -0.03 0.12
H -1.62351 0.94348 1.76277 0.40 0.40 0.25
H -0.12427 2.02016 -0.36476 -0.09 0.17 0.16
H 0.82608 -2.04548 0.04069 0.01 -0.24 0.55
H 0.99853 -0.48718 -2.56357 -0.09 0.23 0.07
H 2.36318 -0.56982 -1.44026 0.01 0.06 0.03
H 1.73399 1.02925 -1.93225 -0.31 -0.29 -0.10
C -2.47668 -3.39343 5.68132 1.46 -0.24 -1.01
C -1.45824 -4.51548 5.99600 -1.79 0.19 1.00
N -0.05774 -4.08430 5.93287 2.38 -0.06 -1.99
C 0.70244 -3.30900 6.80519 -3.17 0.16 1.74
C 1.94355 -3.15028 6.38430 1.51 -0.77 -1.51
N 2.04789 -3.87547 5.21298 -3.66 -0.83 -1.15
C 0.78347 -4.38850 4.90094 1.50 1.44 2.04
C 3.16795 -3.88483 4.30085 0.48 0.24 -0.48
H -2.23447 -2.56002 6.34075 -0.61 0.25 -0.32
H -3.52911 -3.67143 5.62473 0.17 -0.31 0.90
H -2.28224 -3.17574 4.63113 0.14 0.85 -0.01
H -1.66843 -5.35146 5.32887 0.68 -0.06 0.04
H -1.66317 -4.83943 7.01637 0.35 -0.29 -0.01
H 0.20777 -2.89451 7.67116 0.21 -0.08 0.06
H 2.81409 -2.62019 6.74142 -0.31 -0.03 0.28
H 0.46296 -4.82491 3.96647 0.38 -0.30 0.15
H 3.28738 -2.89267 3.86558 0.23 0.07 0.19
H 2.98306 -4.52741 3.44003 0.09 -0.26 0.30
H 4.05008 -4.18828 4.86462 0.04 -0.01 -0.35
C 2.57513 -3.59291 -3.65328 0.81 -0.85 -1.18
C 2.33442 -2.69877 -4.88531 -0.27 1.40 1.96
N 2.40706 -3.39574 -6.11967 -1.55 -2.96 -4.02
C 3.53739 -3.70260 -6.85158 0.80 0.15 0.83
C 3.24769 -4.50917 -7.89356 -1.44 -0.93 -0.12
N 1.86675 -4.77949 -7.88036 -0.32 2.32 2.94
C 1.37106 -4.03161 -6.77076 2.31 -0.75 -0.60
C 1.07122 -5.71800 -8.73291 0.01 0.66 0.13
H 3.25071 -4.37377 -4.00249 0.04 -0.36 0.12
H 1.65052 -4.09953 -3.37663 0.11 0.18 0.38
H 3.14345 -3.18296 -2.81839 -0.58 0.49 0.06
H 3.01125 -1.84939 -4.97793 0.06 -0.04 0.23
H 1.34806 -2.24925 -4.77079 0.09 0.04 -0.48
H 4.51837 -3.44436 -6.48094 -0.11 0.27 -0.19
H 3.89468 -5.05450 -8.56469 -0.01 0.35 -0.04
H 0.39912 -4.00448 -6.30067 -0.23 -0.24 -0.69
H 0.63488 -5.23627 -9.60793 0.06 0.47 0.25
H 0.26262 -6.09247 -8.10518 0.22 -0.25 -0.18
H 1.69265 -6.50703 -9.15641 0.16 -0.02 0.63
C 2.74722 1.03148 2.19431 1.17 1.52 0.76
C 4.11095 1.67311 1.75760 -1.26 -1.10 -0.79
N 4.21697 1.35363 0.30307 1.38 0.37 -2.79
C 3.72117 2.19517 -0.72706 0.20 -0.83 0.06
C 4.14234 1.72449 -1.97617 0.22 -0.40 2.47
N 4.93140 0.62481 -1.69350 0.11 -1.14 3.17
C 4.94418 0.38529 -0.29856 -0.31 1.94 -1.95
C 5.64921 -0.25335 -2.63607 0.16 0.10 0.03
H 2.78072 -0.03629 1.97784 -0.10 0.05 0.34
H 1.86597 1.52478 1.78424 0.27 0.01 -0.59
H 2.67255 1.31606 3.24386 -0.14 -0.79 0.35
H 4.96715 1.25718 2.28868 -0.15 -0.46 -0.21
H 4.22675 2.74714 1.90309 -0.55 0.01 -0.31
H 3.04806 2.96518 -0.38004 -0.02 0.36 -0.59
H 3.94148 1.96221 -3.01035 -0.20 0.37 0.16
H 5.57791 -0.31737 0.22208 -0.20 -0.20 -0.23
H 6.63593 -0.51844 -2.25632 -0.02 0.37 0.23
H 5.78484 0.29421 -3.56874 -0.25 -0.24 0.02
H 5.14503 -1.21175 -2.76012 -0.36 0.29 -0.20
B 1.88780 0.93422 -5.18677 2.06 2.90 -0.52
F 1.04370 -0.06508 -5.16532 -3.55 -3.27 -0.28
F 1.91896 1.64651 -6.36951 -0.06 -0.27 -0.61
F 1.56981 1.82951 -4.18346 -0.42 0.96 1.50
F 3.12935 0.38711 -4.88565 1.83 -0.47 0.31
B 0.35146 4.78791 -0.68610 -0.46 1.36 0.10
F 1.50449 5.35817 -1.15955 0.67 -0.02 -0.57
F -0.53461 5.80959 -0.28938 -0.28 -0.12 0.24
F -0.31129 4.00688 -1.64044 -0.31 -0.81 -0.75
F 0.66583 3.96902 0.38600 0.22 -0.97 1.04
B -2.93963 1.43369 4.15142 -0.24 0.89 0.90
F -3.55669 2.00331 5.29459 0.57 -0.15 -0.46
F -2.77462 0.08588 4.26010 0.64 -1.81 0.65
F -3.78079 1.60239 3.07243 -1.12 0.75 -1.61
F -1.71302 2.04885 3.84647 0.22 0.17 0.15
B 3.73604 -3.31385 0.68858 1.17 -2.14 0.79
F 4.38271 -4.35535 1.44773 -0.86 0.38 0.18
F 4.42210 -3.32415 -0.50889 0.19 1.25 -0.83
F 2.39982 -3.62353 0.42531 -0.85 0.12 0.14
F 3.80284 -2.16063 1.47571 -0.04 0.84 -0.30
```
Forces are in eV/Å.

Output
- net charge = +2
- relative energy (zero: lowest compared OMol25 entry of this formula, charge and spin) (kJ/mol) = 0.0

Atomic partial charges in e from the Löwdin method, atoms 1 to 8: C -0.02; C -0.16; N -0.03; C 0.06; C 0.04; N -0.10; C 0.03; C -0.01

no.,HOMO-LUMO gap (eV),largest force on an atom (Eh/bohr),electronic energy (eV)
1,7.5,0.1631,-366016.8606
2,9.6,0.1017,-102479.8308